5 unconnected molecules or ions with the total composition C79H68F2IN6O17P2S2. Source: OMol25; level of theory: ωB97M-V/def2-TZVPD.

Element x y z (Å)
O1 4.83620 2.39061 -5.50305
P1 3.59846 1.67863 -5.26300
O2 3.64306 0.36311 -6.20339
O3 3.60072 1.16416 -3.73661
N1 2.30104 2.74877 -5.70039
C1 1.45415 2.14744 -6.67746
N2 1.79214 1.98334 -7.93605
C2 3.13930 2.42798 -8.40556
C3 3.17783 3.03357 -9.83543
C4 4.06566 2.15112 -10.71571
I1 4.45955 3.02081 -12.63015
P2 0.69619 1.25609 -9.07249
O4 1.39883 0.59867 -10.14729
O5 -0.28077 0.21688 -8.35667
O6 -0.16977 2.46573 -9.67077
N3 0.30347 1.86131 -6.06338
C5 0.18204 2.36181 -4.63103
C6 0.33351 1.13319 -3.69429
C7 0.61804 -0.22788 -4.37835
C8 -0.62910 -0.90567 -4.96269
F1 -1.46173 -1.18805 -3.89835
C9 -1.17737 3.10870 -4.63176
C10 -2.39180 2.21295 -4.28904
C11 -2.69418 2.30959 -2.76431
C12 -3.47988 1.09763 -2.19567
C13 -2.61962 0.11138 -1.35560
C14 -3.08372 0.00321 0.11973
C15 -1.93897 -0.46937 1.05151
S1 -1.94666 -2.28816 1.24200
C16 -0.34997 -2.83037 0.77756
N4 -0.08984 -3.61433 -0.20767
N5 1.24875 -3.80290 -0.26253
C17 1.78095 -3.14986 0.71524
O7 0.81632 -2.51373 1.39295
C18 1.41409 3.30837 -4.68622
C19 2.01539 3.70549 -3.34885
C20 1.24451 3.66362 -2.18727
C21 1.88340 4.08395 -1.06091
C22 3.20046 4.48818 -1.03221
N6 3.93331 4.52864 -2.13457
C23 3.31044 4.15714 -3.23528
S2 1.03426 4.99146 -5.41726
O8 0.35823 4.84976 -6.66468
O9 0.48822 5.86304 -4.45812
F2 2.47715 5.49452 -5.73821
H1 3.70385 -0.44038 -5.66668
H2 3.21013 0.28127 -3.64574
H3 3.51378 3.18207 -7.70985
H4 3.85945 1.60936 -8.34750
H5 2.19815 3.23168 -10.27206
H6 3.69187 3.99554 -9.75324
H7 3.70093 1.12910 -10.81062
H8 5.03746 2.07855 -10.21911
H9 -1.18848 0.54329 -8.49043
H10 0.04949 3.29676 -9.21534
H11 -0.52518 1.95561 -6.63790
H12 1.14234 1.29312 -2.97830
H13 -0.54941 0.97059 -3.07732
H14 1.44360 -0.21528 -5.09431
H15 0.93347 -0.90035 -3.56691
H16 -0.33617 -1.85531 -5.41530
H17 -1.12287 -0.24890 -5.67979
H18 -1.16583 3.90578 -3.88115
H19 -1.37589 3.58988 -5.59151
H20 -2.24424 1.15051 -4.50067
H21 -3.28842 2.57085 -4.80045
H22 -3.18379 3.25722 -2.52145
H23 -1.73570 2.33361 -2.22476
H24 -3.87901 0.54786 -3.05319
H25 -4.28477 1.46645 -1.55650
H26 -1.54725 0.33701 -1.34931
H27 -2.77221 -0.88299 -1.78092
H28 -3.49465 0.94283 0.49700
H29 -3.83577 -0.79000 0.17785
H30 -0.96339 -0.13104 0.69289
H31 -2.11035 -0.04284 2.04200
H32 2.83783 -3.13438 0.92525
H33 0.21415 3.33413 -2.18272
H34 1.32387 4.10251 -0.12939
H35 3.64669 4.77929 -0.08725
H36 3.89216 4.21590 -4.15603
C24 9.24735 -5.72145 5.15244
C25 8.40702 -6.31059 4.21320
C26 7.24053 -5.67193 3.82694
C27 6.90268 -4.44614 4.38690
C28 7.73497 -3.86588 5.34699
C29 8.91223 -4.50259 5.71836
C30 7.36797 -2.57588 5.99212
O10 8.09408 -2.06623 6.82090
C31 6.08691 -1.92702 5.60129
C32 5.69671 -0.75090 6.22886
C33 4.51400 -0.13058 5.86438
C34 3.71854 -0.67777 4.86271
C35 4.10079 -1.85119 4.23607
C36 5.27983 -2.48541 4.60900
C37 5.65752 -3.76195 3.94993
O11 4.96036 -4.23526 3.07266
H37 10.16291 -6.21822 5.44632
H38 8.66509 -7.26879 3.78128
H39 6.58971 -6.12729 3.09278
H40 9.56308 -4.04695 6.45241
H41 6.31604 -0.32361 7.00597
H42 4.20957 0.78246 6.35965
H43 2.79687 -0.18797 4.57445
H44 3.47995 -2.27916 3.46082
C38 -9.15483 1.35340 5.40293
C39 -8.68009 0.67591 4.28479
C40 -7.37197 0.85623 3.86765
C41 -6.53506 1.72386 4.55948
C42 -7.02003 2.42141 5.66888
C43 -8.32787 2.22421 6.09295
C44 -6.15596 3.39038 6.39545
O12 -6.57188 3.99428 7.36095
C45 -4.76648 3.60896 5.90354
C46 -3.96134 4.54977 6.53308
C47 -2.66368 4.75421 6.09554
C48 -2.16095 4.01253 5.03122
C49 -2.96116 3.07750 4.39696
C50 -4.26866 2.87819 4.82358
C51 -5.12892 1.89408 4.11082
O13 -4.69074 1.24761 3.17745
H45 -10.17465 1.20341 5.73215
H46 -9.33334 0.00437 3.74214
H47 -7.00100 0.32529 3.00140
H48 -8.69907 2.75455 6.95942
H49 -4.35110 5.12393 7.36275
H50 -2.03986 5.49107 6.58462
H51 -1.14368 4.16885 4.69539
H52 -2.57190 2.50364 3.56656
C52 -9.90779 -6.01997 1.33936
C53 -9.17721 -4.95819 1.86355
C54 -9.78631 -4.04604 2.70850
C55 -11.13229 -4.18413 3.02507
C56 -11.87046 -5.23668 2.48052
C57 -11.25085 -6.15866 1.64630
C58 -13.32505 -5.37574 2.76949
O14 -13.96526 -6.29249 2.29974
C59 -13.97487 -4.35900 3.64106
C60 -15.34126 -4.43830 3.87817
C61 -15.95657 -3.50682 4.69756
C62 -15.20763 -2.49595 5.29159
C63 -13.84626 -2.40888 5.05452
C64 -13.22630 -3.33288 4.22232
C65 -11.76951 -3.20655 3.94928
O15 -11.11368 -2.32242 4.46406
H53 -9.42771 -6.73719 0.68621
H54 -8.13019 -4.84524 1.61306
H55 -9.21716 -3.22370 3.12089
H56 -11.82042 -6.98112 1.23515
H57 -15.92344 -5.22598 3.41933
H58 -17.02209 -3.56767 4.87706
H59 -15.68947 -1.77326 5.93729
H60 -13.26476 -1.62049 5.51279
C66 12.74727 -0.32727 3.18998
C67 11.72900 -0.50535 4.12159
C68 10.41043 -0.57733 3.70486
C69 10.10399 -0.46042 2.35445
C70 11.12537 -0.25814 1.41975
C71 12.44685 -0.20325 1.84305
C72 10.81333 -0.08280 -0.02854
O16 11.69650 0.08739 -0.84140
C73 9.38458 -0.11777 -0.45462
C74 9.05204 0.09225 -1.79067
C75 7.72370 0.03938 -2.18383
C76 6.72352 -0.23352 -1.25093
C77 7.05533 -0.42884 0.07317
C78 8.37816 -0.36388 0.47680
C79 8.68971 -0.55525 1.91532
O17 7.79072 -0.78086 2.70035
H61 13.77757 -0.28007 3.51783
H62 11.96610 -0.58971 5.17419
H63 9.61925 -0.72069 4.42968
H64 13.23893 -0.05974 1.12059
H65 9.82736 0.29891 -2.51592
H66 7.46002 0.20594 -3.22096
H67 5.68680 -0.28365 -1.56055
H68 6.28216 -0.63455 0.80192

## Properties
Net charge: +1

Mulliken population analysis, charges in e, atoms 1 to 8: -0.73, 0.65, -0.60, -0.60, 0.41, -1.45, 1.16, -0.57

***

A molecular structure, C7H10. Source: OMol25; level of theory: ωB97M-V/def2-TZVPD.

Element x y z (Å)
C1 2.10048 -0.13254 -0.30345
C2 1.44078 -1.01886 0.74310
C3 0.62947 -0.25816 -0.22590
C4 -0.47485 -0.54013 -1.14245
C5 -2.43021 0.22841 -0.00523
C6 -1.49453 0.75216 1.01458
C7 -0.48363 0.70510 -0.12599
H1 2.60490 -0.62044 -1.13404
H2 2.56083 0.79404 0.03080
H3 1.51088 -2.09680 0.62078
H4 1.45678 -0.67317 1.77418
H5 -0.39295 -0.24935 -2.18636
H6 -1.08419 -1.41383 -0.95314
H7 -2.67782 1.09491 -0.65376
H8 -1.25954 0.06995 1.83800
H9 -1.59837 1.78096 1.37479
H10 -0.34402 1.65447 -0.63601

## Properties
Net charge: 0
Energy relative to the best compared isomer or geometry (same formula, charge and spin): 134.6 kcal per mole

natural (NBO) population analysis, charges in e, atoms 1 to 8: -0.39, -0.39, -0.12, -0.35, -0.15, -0.52, -0.18, 0.22

***

A single C7H10 molecule. Source: OMol25; level of theory: ωB97M-V/def2-TZVPD.

Element x y z (Å)
C1 -1.95853 -0.48384 0.66198
C2 -0.58287 -0.10261 0.15851
C3 0.70067 -0.71789 0.74987
C4 1.56905 0.30133 -0.02708
C5 0.99540 1.59618 0.59930
C6 1.04092 0.08219 -1.45970
C7 -0.27823 -0.11412 -1.33904
H1 -2.74390 0.11897 0.18698
H2 -2.15244 -1.54098 0.42780
H3 -2.02511 -0.35842 1.74979
H4 0.83691 -1.77214 0.47311
H5 0.77552 -0.58071 1.83513
H6 2.66234 0.26127 0.08943
H7 0.90335 2.34414 -0.22261
H8 -0.34403 1.03915 0.60348
H9 1.63230 0.15539 -2.37077
H10 -1.03134 -0.22789 -2.11618

## Properties
Net charge: 0
Energy relative to the best compared isomer or geometry (same formula, charge and spin): 122.0 kcal per mole

natural (NBO) population analysis, charges in e, atoms 1 to 8: -0.63, -0.07, -0.39, -0.39, -0.23, -0.16, -0.25, 0.22

***

A single C7H10 molecule. Source: OMol25; level of theory: ωB97M-V/def2-TZVPD.

Element x y z (Å)
C1 3.75130 -0.41046 -0.20699
C2 2.78730 0.43684 -0.45518
C3 1.33156 0.26558 -0.06900
C4 0.14075 0.23033 0.18145
C5 -1.26710 0.05219 -0.06612
C6 -1.71980 -1.34496 0.22071
C7 -2.18444 1.16126 0.44091
H1 4.77774 -0.15083 -0.64990
H2 3.59390 -1.30403 0.22671
H3 2.89362 1.40679 -0.97201
H4 -1.29681 0.18589 -1.23924
H5 -2.06924 -1.41573 1.28001
H6 -0.89981 -1.99579 0.00364
H7 -2.56638 -1.54806 -0.35463
H8 -3.16971 1.17415 -0.11612
H9 -1.63925 2.16780 0.23715
H10 -2.46362 1.08902 1.53861

## Properties
Net charge: 0
Energy relative to the best compared isomer or geometry (same formula, charge and spin): 71.5 kcal per mole
Structure (SMILES): C=CC#CC(C)C

natural (NBO) population analysis, charges in e, atoms 1 to 8: -0.35, -0.24, -0.05, 0.01, -0.30, -0.59, -0.60, 0.20

***

Respective gap between HOMO and LUMO values: 7.2; 8.9; 7.9; 9.8 eV.